Record 1
Entry from OMol25: a cluster of 5 separate species, C2H12O4 in total at a distorted geometry (ωB97M-V/def2-TZVPD).

Its SMILES is C=C.O.O.O.O. Its net charge is 0. Its LUMO energy is 0.61 eV. The frontier orbital gap comes out at 10.37 eV. The value obtained for the highest occupied orbital energy is -9.761 eV. The calculation puts the total energy at -384.2887 a.u.

Atoms and positions in Å:
C (1.50327, 1.48114, -2.03662)
C (1.63105, 2.42380, -1.00362)
H (2.28375, 0.79727, -2.25764)
H (0.52832, 1.61576, -2.48703)
H (2.61188, 2.62275, -0.48338)
H (0.77025, 3.10528, -0.62115)
O (-1.81533, 1.27695, 0.87429)
H (-1.86164, 1.68348, -0.04134)
H (-1.72313, 0.33089, 0.41229)
O (0.00571, -0.63422, 2.10510)
H (-0.70019, -0.06394, 1.75092)
H (0.29517, -0.29766, 3.01087)
O (0.73070, -2.67030, 0.06440)
H (0.49741, -2.10851, 0.84147)
H (1.62282, -2.55956, -0.21340)
O (-1.47587, -1.09632, -0.59895)
H (-0.69046, -1.71845, -0.29950)
H (-2.00165, -1.84573, -0.92940)

=====

Record 2
Entry from OMol25: a structure of composition C15H10N2S2SbSe4Tc (ωB97M-V/def2-TZVPD).

Its net charge is +2. Its LUMO energy (spin up / spin down) is -9.40 / -9.27 eV. The frontier orbital gap (spin up / spin down) comes out at 5.35 / 5.48 eV. The value obtained for the highest occupied orbital energy (spin up / spin down) is -14.755 / -14.752 eV. The calculation puts the total energy at -11409.6800 a.u.

Atoms and positions in Å:
Tc (-0.99912, -0.69234, -0.24246)
C (-4.44630, -0.68308, -1.41986)
C (-3.45591, -0.78376, -0.30892)
C (-2.98226, 0.36174, 0.36263)
C (-2.18809, 0.24106, 1.53202)
C (-1.76552, -1.02174, 1.97928)
C (-2.06510, -2.15529, 1.20933)
C (-2.92398, -2.02951, 0.09183)
H (-4.31703, -1.48442, -2.14455)
H (-4.38407, 0.27699, -1.92812)
H (-5.44847, -0.77310, -0.99114)
H (-3.29383, 1.34407, 0.03209)
H (-1.89636, 1.13175, 2.07168)
H (-1.14757, -1.10535, 2.86327)
H (-1.69884, -3.13082, 1.49866)
H (-3.18472, -2.91807, -0.46938)
S (1.07065, -1.15125, 0.49557)
C (1.95721, 0.27008, 0.68192)
C (3.26918, 0.25336, 1.20732)
C (3.95773, 1.42742, 1.30944)
C (5.29066, 1.43398, 1.83286)
N (6.35612, 1.43483, 2.25911)
C (3.35543, 2.66577, 0.89029)
C (2.08714, 2.69332, 0.38083)
C (1.36766, 1.48503, 0.25992)
S (-0.16037, 1.43632, -0.45781)
C (4.10453, 3.88089, 1.00403)
N (4.70592, 4.85413, 1.09387)
H (3.71563, -0.68073, 1.52164)
H (1.64327, 3.62572, 0.05900)
Se (3.23687, -1.00978, -2.99501)
Sb (1.53903, -2.29996, -3.80257)
Se (-1.18989, -0.67435, -2.73205)
Se (-0.50046, -2.67164, -1.82001)
Se (0.39088, -3.55129, -5.32472)

=====

Record 3
Entry from OMol25: a structure of composition C29H55As3CaClN6O4PS at a distorted geometry (ωB97M-V/def2-TZVPD).

Its net charge is 0. Its LUMO energy is -0.11 eV. The frontier orbital gap comes out at 6.23 eV. The value obtained for the highest occupied orbital energy is -6.340 eV. The calculation puts the total energy at -10351.7090 a.u.

Atoms and positions in Å:
Ca (0.28795, -0.51757, 0.45351)
C (-1.03807, -1.18440, 9.02084)
C (-0.87318, -0.66557, 7.61751)
C (-0.71416, 0.69009, 7.37032)
C (-0.52069, 1.15699, 6.07296)
C (-0.48366, 0.26944, 5.01352)
C (-0.65709, -1.08826, 5.24281)
C (-0.84884, -1.54607, 6.53202)
S (-0.10599, 0.88953, 3.36158)
O (1.18653, 0.11426, 3.15883)
O (0.53757, 1.80279, 1.30003)
N (-1.12895, 0.04013, 2.43694)
C (-2.32829, 0.63148, 1.82712)
C (-2.43956, 0.62284, 0.26387)
O (-2.28647, -0.53029, -0.27257)
O (-2.70197, 1.66100, -0.35306)
H (-1.47429, -0.42847, 9.67387)
H (-0.07312, -1.47051, 9.44605)
H (-1.67961, -2.06576, 9.04375)
H (-0.74005, 1.39117, 8.19730)
H (-0.39818, 2.21885, 5.88784)
H (-0.64727, -1.76095, 4.39399)
H (-0.98685, -2.60734, 6.71049)
H (-2.59112, 1.62662, 2.20004)
H (-3.13990, -0.05422, 2.10832)
C (-2.18139, -4.11492, 0.32141)
As (-0.44859, -3.24402, 0.34148)
C (0.47048, -4.40438, 1.61286)
C (0.42818, -3.98323, -1.26923)
C (0.17787, -3.43428, -2.69347)
C (0.84052, -4.46458, -3.62986)
C (0.85162, -2.08998, -3.06174)
As (0.18864, -0.27220, -2.56953)
C (-1.25278, 0.05705, -3.81626)
C (1.61990, 0.59210, -3.59664)
C (-1.33762, -3.38917, -2.94170)
As (-1.92722, -3.18788, -4.82399)
C (-2.25560, -5.08911, -5.19440)
C (-3.79475, -2.74498, -4.40641)
H (-2.65120, -3.93992, 1.28830)
H (-2.06691, -5.18607, 0.15220)
H (-2.80926, -3.67030, -0.44604)
H (1.46884, -4.01689, 1.80925)
H (0.53907, -5.42302, 1.22914)
H (-0.09173, -4.40437, 2.54588)
H (0.12608, -5.03573, -1.28641)
H (1.49832, -3.96653, -1.03899)
H (1.91571, -4.51045, -3.44327)
H (0.69559, -4.20044, -4.68028)
H (0.42705, -5.46166, -3.46641)
H (0.87069, -2.02987, -4.15413)
H (1.88699, -2.09166, -2.71129)
H (-0.95496, -0.31364, -4.79530)
H (-1.42699, 1.13226, -3.84290)
H (-2.16799, -0.42060, -3.47569)
H (2.57409, 0.14439, -3.32612)
H (1.66343, 1.65338, -3.36297)
H (1.42916, 0.44434, -4.66055)
H (-1.77895, -2.56174, -2.37287)
H (-1.79863, -4.31022, -2.57286)
H (-1.32174, -5.64759, -5.16486)
H (-2.68420, -5.18780, -6.19130)
H (-2.94912, -5.50830, -4.46423)
H (-3.94856, -1.66758, -4.40231)
H (-4.07860, -3.14701, -3.43366)
H (-4.43412, -3.18278, -5.17263)
Cl (0.97278, 2.06771, -0.13353)
C (4.07042, 1.04613, 2.16417)
N (4.33940, 0.18477, 1.00718)
C (5.53574, 0.42175, 0.21465)
C (3.39532, -0.58436, 0.54102)
N (2.57357, -1.29095, 0.12430)
H (4.94028, 1.02075, 2.82056)
H (3.18064, 0.69340, 2.69060)
H (3.89164, 2.06884, 1.82536)
H (6.41924, 0.25400, 0.83099)
H (5.55089, 1.45096, -0.15343)
H (5.55815, -0.25777, -0.63344)
C (1.25233, 5.88104, -1.80142)
N (1.30857, 5.16879, -0.52573)
C (0.59600, 5.94831, 0.49082)
N (-0.80279, 6.05183, 0.12187)
C (-0.91737, 6.64156, -1.21193)
N (-0.12970, 5.95930, -2.24479)
C (-0.61626, 4.60124, -2.46810)
P (-0.79297, 3.47652, -0.99822)
C (2.37689, 2.13027, -0.64631)
C (-1.42396, 4.73162, 0.19492)
H (1.84140, 5.33866, -2.54164)
H (1.64710, 6.90187, -1.71190)
H (2.25473, 4.94383, -0.25048)
H (1.01074, 6.96025, 0.58918)
H (0.67548, 5.43868, 1.45175)
H (-0.57335, 7.67625, -1.15496)
H (-1.96685, 6.63822, -1.50724)
H (-0.00242, 4.11338, -3.22892)
H (-1.65121, 4.61590, -2.83501)
H (3.37545, 2.49535, -0.54765)
H (0.48158, 1.15901, -1.18042)
H (-1.34607, 4.33956, 1.21013)
H (-2.49147, 4.79696, -0.04254)

=====

Record 4
Entry from OMol25: an isolated molecule of C5H6N2 at a distorted geometry (ωB97M-V/def2-TZVPD).

Its SMILES is Cc1cnccn1. Its net charge is 0. Its LUMO energy is 0.57 eV. The frontier orbital gap comes out at 10.01 eV. The value obtained for the highest occupied orbital energy is -9.447 eV. The calculation puts the total energy at -303.5691 a.u.

Atoms and positions in Å:
C (0.94490, -0.65460, 2.09545)
C (0.50398, -0.30412, 0.68535)
C (-0.29627, -1.14081, -0.19805)
N (-1.08553, -0.65883, -1.17199)
C (-0.86351, 0.61156, -1.58417)
C (0.02993, 1.30204, -0.81059)
N (0.53734, 0.94219, 0.35944)
H (1.60261, -1.62429, 1.92683)
H (0.20826, -0.65923, 2.96690)
H (1.53583, 0.05263, 2.68348)
H (-0.20981, -2.16914, 0.07871)
H (-1.57438, 1.16841, -2.12443)
H (0.36071, 2.36354, -0.97157)